C7H9N in the gas phase in a non-equilibrium geometry, computed with wB97M-V/def2-TZVPD.

Bonds (Å) are listed after each position.
Element x y z (Å)
1 C -0.763 2.654 0.215  C2 1.344, H9 1.097, H10 1.063
2 C -0.260 1.462 -0.147  C1 1.344, C3 1.457, C8 1.548
3 C -0.196 0.822 -1.454  C2 1.457, C4 1.347, H11 1.066
4 C 0.078 -0.492 -1.344  C3 1.347, C5 1.462, H12 1.083
5 C 0.264 -0.931 0.038  C4 1.462, C6 1.461, N7 1.462, C8 1.554
6 C -0.200 -2.266 0.407  C5 1.461, N7 1.456, H13 1.075, H14 1.110
7 N 1.227 -2.005 0.273  C5 1.462, C6 1.456, H15 1.027
8 C 0.338 0.411 0.820  C2 1.548, C5 1.554, H16 1.082, H17 1.117
9 H -1.102 3.443 -0.467  C1 1.097
10 H -0.823 3.020 1.212  C1 1.063
11 H -0.282 1.394 -2.350  C3 1.066
12 H 0.180 -1.144 -2.203  C4 1.083
13 H -0.631 -2.899 -0.348  C6 1.075
14 H -0.700 -2.532 1.362  C6 1.110
15 H 1.640 -1.872 1.203  N7 1.027
16 H 1.390 0.617 0.967  C8 1.082
17 H -0.159 0.318 1.816  C8 1.117

structure (SMILES): C=C1C=C[C@]2(CN2)C1
highest occupied orbital energy: -8.433 eV